No. 1
{
  "formula": "C8H17N4",
  "method": "ωB97M-V/def2-TZVPD",
  "homo_ev": -11.60,
  "fmax_ev_per_a": 5.3,
  "energy_ha": -533.72667,
  "homo_lumo_gap_ev": 8.866,
  "de_lowest_kcal_mol": 39.3,
  "charge": 1,
  "symbols": ["C", "C", "N", "N", "C", "C", "C", "N", "C", "N", "C", "C", "H", "H", "H", "H", "H", "H", "H", "H", "H", "H", "H", "H", "H", "H", "H", "H", "H"],
  "xyz": [[-2.702, 0.846, 1.276], [-1.735, 0.931, 0.192], [-1.808, -0.125, -0.863], [-0.535, -0.787, -1.033], [-0.685, -2.094, -1.567], [0.270, -0.641, 0.142], [-0.264, 0.998, 0.573], [0.482, 1.908, -0.207], [1.462, 1.752, -1.066], [2.013, 0.612, -1.205], [1.757, -0.553, -0.211], [2.652, -0.401, 1.027], [-2.066, 0.470, 2.204], [-3.418, 0.119, 1.165], [-3.128, 1.746, 1.543], [-1.819, 1.938, -0.323], [-2.522, -0.935, -0.588], [0.144, -2.468, -2.029], [-1.141, -2.886, -0.995], [-1.425, -1.899, -2.332], [0.217, -1.345, 1.045], [-0.071, 1.029, 1.635], [0.197, 2.830, -0.307], [1.799, 2.570, -1.669], [2.727, 0.443, -1.934], [2.167, -1.430, -0.717], [2.460, 0.574, 1.570], [3.692, -0.513, 0.722], [2.454, -1.235, 1.680]],
  "nbo_charge": [-0.602, -0.074, -0.442, -0.314, -0.435, -0.034, -0.047, -0.530, 0.392, -0.504, -0.059, -0.624, 0.197, 0.233, 0.235, 0.187, 0.342, 0.210, 0.184, 0.230, 0.211, 0.231, 0.414, 0.236, 0.440, 0.232, 0.217, 0.234, 0.238]
}


No. 2
{
  "formula": "H2N2O5S",
  "method": "ωB97M-V/def2-TZVPD",
  "homo_ev": -10.72,
  "fmax_ev_per_a": 2.4,
  "energy_ha": -884.95141,
  "homo_lumo_gap_ev": 10.358,
  "de_lowest_kcal_mol": 30.0,
  "symbols": ["O", "S", "O", "O", "O", "N", "N", "O", "H", "H"],
  "xyz": [[0.784, -1.818, 1.432], [-0.475, -1.582, 0.825], [-0.607, -1.772, -0.590], [-1.638, -1.315, 1.587], [0.260, 0.393, -2.077], [0.477, 1.257, -1.109], [0.115, 0.917, 0.031], [0.378, 1.797, 1.002], [-0.137, -0.457, -1.750], [0.844, 2.580, 0.649]],
  "nbo_charge": [-0.811, 2.488, -0.892, -0.808, -0.497, 0.081, -0.017, -0.504, 0.491, 0.470]
}


No. 3
{
  "formula": "C52H51N5O9P2SY",
  "method": "ωB97M-V/def2-TZVPD",
  "homo_ev": [-4.39, -2.77],
  "fmax_ev_per_a": 1.3,
  "energy_ha": -4082.49700,
  "homo_lumo_gap_ev": [5.946, 4.204],
  "de_lowest_kcal_mol": 30.6,
  "charge": -1,
  "symbols": ["Y", "N", "C", "C", "O", "N", "C", "C", "O", "O", "H", "H", "H", "H", "H", "H", "O", "P", "C", "P", "O", "C", "C", "C", "C", "C", "C", "C", "C", "C", "C", "C", "C", "C", "C", "C", "C", "C", "C", "C", "C", "C", "C", "C", "C", "H", "H", "H", "H", "H", "H", "H", "H", "H", "H", "H", "H", "H", "H", "H", "H", "H", "H", "H", "H", "H", "H", "C", "C", "C", "C", "C", "C", "C", "C", "C", "C", "C", "C", "C", "C", "C", "H", "H", "H", "H", "H", "H", "H", "H", "H", "H", "C", "C", "S", "O", "O", "C", "C", "N", "C", "N", "C", "C", "N", "O", "O", "C", "H", "H", "H", "H", "H", "H", "H", "H", "H", "H", "H", "H", "H"],
  "xyz": [[0.702, -0.256, 1.366], [2.838, -1.571, 1.891], [2.366, -2.761, 2.618], [1.425, -2.291, 3.740], [1.643, -2.675, 4.892], [0.495, -1.436, 3.306], [-0.084, -0.561, 4.313], [0.387, 0.897, 4.120], [0.056, 1.754, 4.920], [1.104, 1.104, 3.049], [3.383, -0.983, 2.515], [3.426, -1.793, 1.097], [1.810, -3.397, 1.923], [3.166, -3.346, 3.075], [-1.178, -0.545, 4.260], [0.185, -0.878, 5.322], [1.820, -1.313, -0.697], [1.468, -1.818, -2.057], [-0.273, -1.500, -2.459], [-1.390, -2.171, -1.199], [-0.773, -1.980, 0.147], [-2.980, -1.388, -1.439], [-4.155, -2.123, -1.582], [-5.380, -1.478, -1.628], [-5.438, -0.097, -1.528], [-4.271, 0.643, -1.395], [-3.045, 0.003, -1.355], [-1.607, -3.918, -1.591], [-2.074, -4.341, -2.835], [-2.233, -5.690, -3.096], [-1.916, -6.623, -2.116], [-1.446, -6.207, -0.881], [-1.295, -4.852, -0.612], [2.414, -0.991, -3.332], [2.450, 0.403, -3.243], [3.234, 1.128, -4.124], [3.972, 0.471, -5.098], [3.934, -0.912, -5.192], [3.160, -1.646, -4.305], [1.719, -3.598, -2.174], [1.305, -4.365, -3.260], [1.485, -5.737, -3.251], [2.083, -6.348, -2.155], [2.499, -5.591, -1.072], [2.316, -4.216, -1.080], [-0.529, -1.798, -3.477], [-0.371, -0.407, -2.415], [-4.127, -3.203, -1.612], [-6.289, -2.060, -1.709], [-6.397, 0.405, -1.540], [-4.313, 1.719, -1.288], [-2.153, 0.592, -1.184], [-2.331, -3.616, -3.600], [-2.601, -6.015, -4.061], [-2.036, -7.680, -2.320], [-1.196, -6.935, -0.119], [-0.928, -4.513, 0.349], [1.920, 0.924, -2.454], [3.295, 2.203, -4.020], [4.599, 1.040, -5.773], [4.527, -1.427, -5.936], [3.165, -2.728, -4.359], [0.826, -3.899, -4.114], [1.151, -6.331, -4.091], [2.220, -7.423, -2.147], [2.961, -6.065, -0.216], [2.623, -3.615, -0.235], [-1.391, 0.759, 1.139], [-2.391, 0.647, 1.855], [-3.545, 0.537, 2.638], [-3.774, 1.495, 3.709], [-3.048, 2.694, 3.740], [-3.214, 3.594, 4.776], [-4.101, 3.321, 5.808], [-4.812, 2.127, 5.805], [-4.648, 1.221, 4.772], [-4.464, -0.567, 2.350], [-3.950, -1.798, 1.914], [-4.790, -2.865, 1.654], [-6.166, -2.732, 1.791], [-6.692, -1.513, 2.201], [-5.854, -0.448, 2.488], [-2.326, 2.889, 2.958], [-2.624, 4.501, 4.788], [-4.217, 4.022, 6.625], [-5.480, 1.890, 6.623], [-5.173, 0.276, 4.804], [-2.878, -1.904, 1.809], [-4.364, -3.813, 1.345], [-6.822, -3.569, 1.583], [-7.763, -1.391, 2.303], [-6.278, 0.498, 2.801], [3.927, 9.288, -2.107], [4.028, 7.771, -2.122], [3.541, 7.106, -0.542], [4.394, 7.687, 0.466], [2.109, 7.263, -0.426], [3.911, 5.386, -0.683], [3.631, 4.645, 0.629], [3.277, 3.267, 0.360], [2.029, 2.733, 0.496], [2.013, 1.462, 0.129], [3.318, 1.144, -0.240], [4.096, 2.268, -0.153], [5.399, 2.455, -0.536], [5.982, 1.471, -1.107], [5.937, 3.616, -0.387], [0.866, 3.484, 1.041], [4.232, 9.685, -3.075], [4.574, 9.708, -1.338], [2.904, 9.606, -1.910], [5.046, 7.432, -2.317], [3.364, 7.331, -2.867], [4.960, 5.244, -0.947], [3.279, 4.993, -1.482], [2.803, 5.092, 1.175], [4.525, 4.670, 1.242], [3.601, 0.182, -0.616], [0.963, 3.586, 2.124], [-0.038, 2.906, 0.854], [0.762, 4.470, 0.583]],
  "mulliken_charge": [0.917, -0.534, 0.056, 0.198, -0.787, 0.007, -0.795, 0.728, -0.754, -0.583, 0.274, 0.237, -0.076, 0.401, 0.035, 0.520, 0.414, 1.209, -1.437, 1.241, 0.584, 1.070, -0.409, -0.863, -0.521, -0.778, -0.674, 0.428, -0.384, -0.863, -0.560, -0.722, -0.468, 0.507, -0.453, -0.582, -0.691, -0.697, -0.627, 0.259, -0.117, -0.723, -0.701, -0.677, -0.656, 0.678, 0.818, 0.307, 0.407, 0.388, 0.393, 0.006, 0.438, 0.428, 0.401, 0.466, 0.405, 0.084, 0.417, 0.377, 0.403, 0.355, 0.439, 0.434, 0.408, 0.451, 0.132, -1.856, 0.963, -0.646, 0.897, -0.394, -0.719, -0.447, -0.841, -0.360, 0.432, -0.252, -0.553, -0.647, -0.875, -0.230, 0.328, 0.391, 0.370, 0.378, 0.545, 0.569, 0.462, 0.405, 0.372, 0.620, -1.243, -0.488, 1.318, -0.706, -0.691, -0.573, -1.432, 0.388, 1.109, 0.223, -1.147, -0.379, 0.861, -0.819, -0.877, -1.397, 0.385, 0.333, 0.323, 0.387, 0.376, 0.631, 0.301, 0.680, 0.139, 1.097, 0.306, -0.341, 0.732]
}


No. 4
{
  "formula": "C21H35FP2Ti",
  "method": "ωB97M-V/def2-TZVPD",
  "homo_ev": [-4.78, -5.97],
  "fmax_ev_per_a": 4.1,
  "energy_ha": -2452.81806,
  "homo_lumo_gap_ev": [4.666, 5.851],
  "multiplicity": 3,
  "de_lowest_kcal_mol": 15.3,
  "symbols": ["P", "P", "C", "C", "H", "H", "H", "H", "C", "H", "H", "H", "C", "H", "H", "H", "C", "H", "H", "H", "C", "H", "H", "H", "Ti", "C", "C", "C", "C", "C", "C", "C", "C", "C", "H", "H", "H", "H", "H", "H", "H", "H", "H", "H", "H", "H", "H", "H", "H", "F", "C", "C", "C", "C", "C", "C", "H", "H", "H", "H"],
  "xyz": [[-0.400, -2.199, -2.250], [0.292, 1.658, -2.111], [-0.531, -0.844, -3.477], [0.437, 0.387, -3.471], [-1.596, -0.543, -3.524], [-0.326, -1.402, -4.416], [1.494, 0.069, -3.569], [0.206, 0.939, -4.404], [-1.237, 2.473, -2.730], [-1.602, 3.194, -1.991], [-2.053, 1.779, -2.984], [-0.971, 3.024, -3.643], [1.573, 2.849, -2.538], [1.278, 3.382, -3.455], [2.522, 2.316, -2.688], [1.653, 3.555, -1.702], [-1.536, -3.483, -2.770], [-1.573, -4.287, -2.031], [-1.200, -3.903, -3.721], [-2.542, -3.071, -2.868], [1.252, -2.908, -2.548], [2.024, -2.131, -2.699], [1.164, -3.502, -3.473], [1.573, -3.577, -1.729], [0.170, -0.833, 2.186], [0.499, 1.734, 0.119], [-0.894, 1.474, 0.282], [-1.573, 0.349, -0.429], [-1.695, -1.063, 0.222], [-0.736, -2.106, -0.473], [0.627, -1.840, 0.147], [1.402, -0.657, -0.327], [1.488, 0.574, 0.597], [1.585, -1.807, 3.189], [0.872, 2.724, 0.473], [-1.544, 2.208, 0.779], [-1.014, 0.128, -1.382], [-2.570, 0.713, -0.796], [-1.567, -1.125, 1.389], [-2.739, -1.377, 0.114], [-1.137, -3.128, -0.297], [1.230, -2.723, 0.374], [1.096, -0.320, -1.352], [2.431, -1.026, -0.512], [1.494, 0.386, 1.756], [2.489, 0.979, 0.370], [2.322, -1.155, 3.672], [2.029, -2.579, 2.551], [0.947, -2.299, 3.933], [-0.653, 3.115, 6.982], [-0.548, 2.372, 5.830], [0.694, 2.224, 5.241], [0.793, 1.414, 4.107], [-0.328, 0.767, 3.593], [-1.579, 0.949, 4.194], [-1.695, 1.771, 5.330], [1.557, 2.707, 5.679], [1.760, 1.295, 3.638], [-2.462, 0.456, 3.777], [-2.651, 1.929, 5.834]],
  "mulliken_spin": [-0.003, -0.021, 0.005, -0.007, 0.000, -0.001, -0.001, 0.001, 0.005, 0.002, -0.001, -0.001, 0.002, 0.000, 0.000, 0.000, 0.001, 0.000, 0.001, 0.000, 0.005, -0.002, 0.000, 0.001, 1.904, -0.063, 0.113, -0.037, -0.137, -0.082, 0.023, 0.029, 0.061, -0.008, -0.004, -0.015, 0.007, 0.006, 0.270, -0.031, 0.048, 0.028, -0.015, -0.027, -0.005, -0.013, 0.011, -0.002, -0.022, 0.000, 0.006, -0.002, 0.034, -0.119, 0.035, 0.008, 0.001, 0.012, -0.003, 0.001]
}


No. 5
{
  "formula": "C3H10S",
  "method": "ωB97M-V/def2-TZVPD",
  "homo_ev": -8.53,
  "fmax_ev_per_a": 0.7,
  "energy_ha": -518.46656,
  "homo_lumo_gap_ev": 9.481,
  "de_lowest_kcal_mol": 3.3,
  "symbols": ["C", "S", "C", "H", "H", "H", "H", "H", "H", "C", "H", "H", "H", "H"],
  "xyz": [[-2.252, 0.414, 1.691], [-0.631, 0.970, 2.293], [0.064, 1.557, 0.725], [-2.112, -0.432, 1.024], [-2.796, 1.242, 1.252], [-2.800, 0.053, 2.561], [-0.063, 0.805, -0.055], [-0.355, 2.510, 0.423], [1.133, 1.668, 0.912], [1.963, -1.756, -2.174], [1.418, -1.329, -3.015], [1.823, -2.833, -2.129], [1.580, -1.331, -1.249], [3.027, -1.539, -2.258]],
  "nbo_charge": [-0.738, 0.174, -0.742, 0.212, 0.213, 0.228, 0.212, 0.212, 0.228, -0.848, 0.212, 0.213, 0.210, 0.213]
}


No. 6
{
  "formula": "C7H9N2O3",
  "method": "ωB97M-V/def2-TZVPD",
  "homo_ev": [-7.80, -12.29],
  "fmax_ev_per_a": 5.0,
  "energy_ha": -606.94714,
  "homo_lumo_gap_ev": [4.786, 6.621],
  "multiplicity": 3,
  "de_lowest_kcal_mol": 0.0,
  "charge": 1,
  "symbols": ["C", "C", "C", "C", "C", "C", "C", "N", "N", "O", "O", "O", "H", "H", "H", "H", "H", "H", "H", "H", "H"],
  "xyz": [[-0.407, 0.797, -2.247], [0.820, 0.416, -1.658], [-1.685, 0.065, -0.300], [-1.643, 0.607, -1.602], [0.689, -0.135, -0.395], [-0.520, -0.342, 0.313], [1.266, -1.170, 1.397], [-2.796, 1.044, -2.115], [1.579, 0.160, 2.597], [1.801, -0.671, 0.325], [-0.169, -1.036, 1.409], [1.588, -2.336, 1.962], [-0.553, 1.313, -3.183], [1.725, 0.584, -2.240], [-2.530, -0.020, 0.287], [-2.692, 1.869, -2.654], [-3.667, 0.652, -1.701], [1.654, 0.914, 1.943], [2.387, 0.054, 3.213], [0.828, -0.076, 3.231], [2.326, -2.688, 1.418]],
  "mulliken_spin": [0.125, 0.486, 0.507, 0.210, 0.325, -0.141, 0.033, 0.322, 0.016, 0.022, -0.006, 0.001, 0.000, 0.053, 0.061, -0.006, -0.010, 0.002, 0.000, 0.000, -0.001]
}